1.
17
Properties=species:S:1:pos:R:3 method="wB97M-V/def2-TZVPD" largest_force_ha_per_bohr=0.06025 de_lowest_ev=5.8492 spin_multiplicity=1 energy_ha=-646.01584 total_charge=+1
C 2.337 1.726 0.409
C -2.975 0.649 0.547
C 0.236 -1.804 -0.306
N 1.757 0.429 -0.048
N -2.367 0.448 -0.686
O -1.179 0.391 -0.750
P 0.458 -0.264 0.643
H 2.061 2.286 -0.502
H 1.922 2.299 1.289
H 3.412 1.778 0.691
H -2.985 0.008 1.359
H -4.031 0.929 0.387
H -2.352 1.417 1.018
H 0.688 -2.519 0.449
H 0.534 -1.883 -1.392
H -0.818 -2.221 -0.395
H 2.221 0.090 -0.878

---

2.
57
Properties=species:S:1:pos:R:3 method="wB97M-V/def2-TZVPD" largest_force_ha_per_bohr=0.06186 de_lowest_ev=1.5630 spin_multiplicity=1 energy_ha=-2251.32738 total_charge=+2
Nb 1.319 0.888 -0.839
O 0.097 2.159 0.504
S 1.310 2.344 1.493
O 1.693 3.693 1.842
O 2.382 1.537 0.779
C 0.867 1.312 2.810
C 0.799 1.895 4.052
C 0.222 1.168 5.120
C -0.111 -0.170 4.975
C 0.166 -0.814 3.712
C 0.496 -0.008 2.624
P 0.653 -0.911 0.989
C 1.384 -2.521 1.412
C 1.003 -3.638 0.648
C 1.499 -4.902 0.899
C 2.294 -5.111 2.026
C 2.535 -4.012 2.905
C 2.284 -2.704 2.477
C -1.145 -1.228 0.783
C -1.884 -0.512 -0.173
C -3.298 -0.527 -0.206
C -3.993 -1.206 0.775
C -3.312 -2.028 1.671
C -1.911 -2.041 1.643
H 1.082 2.925 4.207
H 0.056 1.727 6.040
H -0.455 -0.849 5.755
H 0.115 -1.872 3.621
H 0.305 -3.450 -0.160
H 1.214 -5.693 0.183
H 2.611 -6.073 2.355
H 3.047 -4.099 3.848
H 2.750 -1.908 3.077
H -1.354 0.125 -0.847
H -3.803 0.055 -0.989
H -5.077 -0.965 0.835
H -3.902 -2.628 2.358
H -1.479 -2.767 2.348
O 0.967 4.170 -4.158
C -0.164 3.524 -4.649
C -0.909 4.203 -5.622
C -2.166 3.705 -5.944
C -2.609 2.488 -5.331
C -1.831 1.750 -4.471
C -0.533 2.219 -4.118
C 0.269 1.505 -3.064
O -0.059 0.331 -2.622
O 1.296 2.127 -2.439
H 0.903 5.101 -4.526
H -0.580 5.134 -6.093
H -2.739 4.139 -6.766
H -3.563 2.066 -5.582
H -2.266 0.843 -4.033
C 3.169 0.005 -1.454
H 2.989 -0.508 -2.387
H 3.395 -0.765 -0.727
H 3.971 0.777 -1.568

---

3.
7
Properties=species:S:1:pos:R:3 method="wB97M-V/def2-TZVPD" largest_force_ha_per_bohr=0.09994 de_lowest_ev=3.5048 spin_multiplicity=1 energy_ha=-704.59164
C 0.029 -1.065 -0.030
N 0.153 1.567 0.216
O -1.082 -1.364 -0.205
O -0.155 1.666 -0.923
Cl 1.376 -1.706 -0.771
H -0.652 1.151 0.794
H 0.330 -0.250 0.919

---

4.
10
Properties=species:S:1:pos:R:3 method="wB97M-V/def2-TZVPD" largest_force_ha_per_bohr=0.06147 de_lowest_ev=4.6463 spin_multiplicity=1 energy_ha=-1079.45003
C 0.171 1.135 -0.060
C 2.346 -0.159 -1.036
N 2.180 -1.326 -1.265
O -0.203 -1.573 -0.134
O -1.814 0.013 1.062
S 1.834 1.158 -0.124
S -0.992 -0.353 -0.296
H -0.210 2.042 -0.667
H -2.587 -0.624 1.145
H 1.288 -1.715 -0.994

---

5.
42
Properties=species:S:1:pos:R:3 method="wB97M-V/def2-TZVPD" largest_force_ha_per_bohr=0.01414 de_lowest_ev=1.2227 spin_multiplicity=1 energy_ha=-957.91842
C -2.895 2.922 2.971
H -2.872 2.726 4.042
O -2.463 1.732 2.358
C -2.412 1.681 0.997
C -2.000 0.465 0.455
C -1.903 0.301 -0.916
C -2.224 1.356 -1.761
C -2.631 2.561 -1.223
C -2.726 2.736 0.147
H -3.046 3.690 0.537
H -2.881 3.383 -1.878
H -2.149 1.222 -2.828
C -1.449 -1.034 -1.467
C -0.281 -1.563 -0.687
N -0.324 -2.696 -0.047
C 0.902 -2.829 0.549
C 1.391 -3.851 1.355
C 2.677 -3.729 1.832
C 3.464 -2.619 1.520
C 2.996 -1.596 0.721
C 1.703 -1.706 0.228
N 0.917 -0.911 -0.575
C 1.260 0.353 -1.194
C 2.454 0.190 -2.135
H 2.247 -0.583 -2.872
H 3.354 -0.085 -1.593
H 2.635 1.125 -2.658
C 1.500 1.422 -0.130
H 2.356 1.173 0.492
H 1.682 2.381 -0.608
H 0.623 1.514 0.507
H 0.395 0.648 -1.794
H 3.627 -0.748 0.503
H 4.467 -2.558 1.918
H 3.091 -4.503 2.461
H 0.771 -4.701 1.591
O -1.142 -0.911 -2.846
H -0.939 -1.787 -3.188
H -2.265 -1.762 -1.326
H -1.764 -0.346 1.126
H -3.916 3.180 2.673
H -2.227 3.759 2.743

---

6.
9
Properties=species:S:1:pos:R:3 method="wB97M-V/def2-TZVPD" largest_force_ha_per_bohr=0.11224 de_lowest_ev=5.8408 spin_multiplicity=1 energy_ha=-205.17645
C -0.318 -0.973 0.508
N 0.920 0.682 -1.049
N 0.515 1.525 -0.007
N 0.855 0.192 0.227
H -1.358 -0.754 0.203
H 0.201 -1.951 0.273
H -0.309 -0.879 1.524
H 0.034 0.392 -1.715
H -0.540 1.764 0.036

---

7.
33
Properties=species:S:1:pos:R:3 method="wB97M-V/def2-TZVPD" largest_force_ha_per_bohr=0.09975 spin_multiplicity=8 energy_ha=-2164.15874 total_charge=-2 s_squared=15.76
C -0.433 1.232 -2.168
C 0.977 1.378 -1.940
C 1.156 2.253 -0.816
C -0.141 2.640 -0.345
C -1.123 2.016 -1.183
Eu -0.041 -0.415 0.178
N -1.818 -1.503 -0.502
C -0.295 -2.528 -0.610
C 1.109 -2.132 -0.872
H 2.106 2.609 -0.427
H 1.769 0.942 -2.545
H -0.342 3.325 0.473
H -2.199 2.142 -1.108
H -0.896 0.657 -2.967
H 1.384 -1.981 -1.915
H -0.316 -3.179 0.290
H -2.524 -2.176 -0.147
H 1.850 -2.558 -0.190
H -0.562 -3.081 -1.500
F -1.278 2.048 3.572
C -1.274 0.777 4.049
F -1.391 0.823 5.402
F -2.373 0.161 3.543
C 0.034 0.024 3.595
O 0.074 -0.001 2.240
C 1.318 0.780 4.110
F 1.374 0.828 5.466
F 2.438 0.164 3.654
F 1.340 2.050 3.631
C 0.022 -1.471 4.090
F 0.004 -1.575 5.440
F -1.067 -2.122 3.591
F 1.117 -2.129 3.620

---

8.
19
Properties=species:S:1:pos:R:3 method="wB97M-V/def2-TZVPD" largest_force_ha_per_bohr=0.05201 de_lowest_ev=1.3885 spin_multiplicity=2 energy_ha=-364.65016 total_charge=-2 s_squared=0.75
C -0.320 -0.830 1.661
C 0.074 -1.815 0.520
N -0.369 -1.327 -0.799
C -0.081 0.053 -1.194
C -1.319 0.979 -1.020
O -2.448 0.450 -1.540
H -0.127 -1.337 2.636
H 0.314 0.051 1.761
H -1.352 -0.497 1.577
H -0.398 -2.772 0.749
H 1.166 -1.805 0.506
H -1.395 -1.293 -0.739
H 0.745 0.566 -0.675
H 0.367 -0.093 -2.206
H -1.043 1.947 -1.521
H -1.288 1.303 0.051
H 2.244 2.911 -0.059
H 2.381 1.325 0.129
O 2.848 2.184 0.163

---

9.
63
Properties=species:S:1:pos:R:3 method="wB97M-V/def2-TZVPD" largest_force_ha_per_bohr=0.05214 de_lowest_ev=1.4775 spin_multiplicity=1 energy_ha=-3000.11604
Pd -0.901 1.441 -0.005
N -0.377 5.641 -0.205
C 0.977 5.549 -0.412
C 1.194 4.284 -0.866
N 0.010 3.603 -0.935
C -0.922 4.441 -0.527
C -2.314 4.057 -0.445
N -2.706 2.816 -0.654
C -4.067 2.815 -0.548
C -4.507 4.075 -0.271
N -3.382 4.860 -0.212
H -0.845 6.430 0.202
H 1.646 6.364 -0.203
H 2.125 3.821 -1.146
H -4.634 1.911 -0.680
H -5.491 4.478 -0.108
H -3.375 5.838 0.014
F 1.592 -7.590 0.227
C 1.391 -6.265 0.372
C 2.485 -5.429 0.466
C 2.271 -4.067 0.629
C 0.982 -3.544 0.689
C -0.095 -4.423 0.602
C 0.098 -5.786 0.432
Sb 0.585 -1.459 1.161
C 2.644 -0.854 0.835
C 3.278 -1.011 -0.395
C 4.577 -0.564 -0.590
C 5.237 0.033 0.467
F 6.490 0.489 0.280
C 4.652 0.175 1.709
C 3.349 -0.269 1.882
C -0.094 -0.860 -0.815
C 0.454 0.293 -1.420
C -0.120 0.801 -2.595
C -1.191 0.136 -3.158
F -1.736 0.638 -4.285
C -1.692 -1.035 -2.630
C -1.152 -1.512 -1.444
H 3.484 -5.843 0.420
H 3.126 -3.408 0.717
H -1.108 -4.043 0.681
H -0.732 -6.476 0.357
H 2.764 -1.496 -1.217
H 5.071 -0.667 -1.547
H 5.207 0.637 2.516
H 2.871 -0.147 2.847
H 1.401 0.695 -1.084
H 0.292 1.673 -3.084
H -2.503 -1.550 -3.125
H -1.555 -2.421 -1.015
C -3.451 -3.075 1.594
O -2.676 -1.882 1.733
C -3.110 -0.754 1.146
S -4.187 -0.781 -0.109
S -2.416 0.663 1.825
H -3.205 -3.690 2.457
H -3.205 -3.603 0.671
H -4.514 -2.839 1.577
F -0.100 3.245 1.944
C 0.274 1.977 1.611
F 1.547 2.070 1.137
H 0.288 1.393 2.531

---

10.
113
Properties=species:S:1:pos:R:3 method="wB97M-V/def2-TZVPD" largest_force_ha_per_bohr=0.02246 spin_multiplicity=1 energy_ha=-2707.54275
C 2.039 -1.186 3.289
C 2.467 0.066 2.589
C 3.698 0.292 2.131
C 4.811 -0.674 2.211
C 5.460 -0.980 3.408
C 6.512 -1.896 3.408
C 6.931 -2.501 2.225
C 6.285 -2.203 1.025
C 5.229 -1.287 1.023
C 3.958 1.627 1.530
O 4.964 2.239 1.722
C 2.809 2.173 0.741
S 3.138 3.050 -0.752
O 2.546 4.340 -0.785
O 2.941 2.147 -1.830
F 4.650 3.271 -0.616
C 1.564 1.953 1.159
C 0.341 2.442 0.474
C -0.086 1.476 -0.666
C -1.536 0.985 -0.587
C -1.962 0.362 0.730
C -1.435 -1.054 0.917
N -1.589 -1.459 2.332
C 1.454 1.139 2.415
O 0.616 1.382 3.230
H 2.326 -2.035 2.679
H 0.956 -1.189 3.372
H 2.450 -1.262 4.289
H 5.154 -0.507 4.327
H 7.032 -2.147 4.319
H 7.739 -3.214 2.195
H 6.583 -2.661 0.096
H 4.732 -1.049 0.094
H 0.554 3.413 0.043
H -0.469 2.594 1.177
H 0.578 0.615 -0.695
H 0.039 1.973 -1.615
H -2.201 1.794 -0.872
H -1.645 0.201 -1.336
H -3.049 0.292 0.715
H -1.716 0.957 1.609
H -2.041 -1.711 0.296
H -0.390 -1.132 0.617
H -1.823 -2.440 2.398
H -2.355 -0.940 2.737
C 4.449 -8.273 1.631
C 5.411 -7.863 2.742
C 4.846 -6.795 3.688
O 4.841 -5.484 3.158
C 3.737 -5.160 2.338
N 6.686 -7.459 2.143
H 4.382 -7.514 0.851
H 4.795 -9.191 1.156
H 3.446 -8.451 2.022
H 5.600 -8.751 3.352
H 5.492 -6.748 4.570
H 3.842 -7.067 4.040
H 2.820 -5.645 2.687
H 3.918 -5.427 1.294
H 3.605 -4.080 2.389
H 7.365 -7.290 2.880
H 6.549 -6.548 1.712
C -1.391 5.611 -5.436
C -0.197 5.292 -4.542
C 0.283 3.837 -4.639
O -0.531 2.908 -3.950
C -1.662 2.438 -4.657
N -0.513 5.678 -3.163
H -2.319 5.203 -5.036
H -1.523 6.690 -5.513
H -1.248 5.215 -6.443
H 0.636 5.917 -4.875
H 1.263 3.773 -4.158
H 0.417 3.526 -5.683
H -1.457 2.347 -5.727
H -2.529 3.086 -4.505
H -1.909 1.452 -4.261
H 0.317 5.568 -2.585
H -1.169 4.993 -2.796
C -5.889 -3.257 -2.995
C -5.546 -2.346 -1.821
C -4.595 -1.197 -2.182
O -3.241 -1.578 -2.330
C -2.885 -2.090 -3.602
N -5.037 -3.163 -0.715
H -5.065 -3.924 -3.247
H -6.744 -3.884 -2.745
H -6.144 -2.677 -3.884
H -6.479 -1.883 -1.484
H -4.604 -0.479 -1.356
H -4.939 -0.662 -3.077
H -3.443 -1.596 -4.402
H -3.043 -3.169 -3.660
H -1.822 -1.897 -3.746
H -4.910 -2.577 0.106
H -4.096 -3.463 -0.960
C -5.271 5.953 1.572
C -5.545 4.465 1.763
C -4.276 3.606 1.851
O -3.637 3.365 0.611
C -2.772 4.401 0.176
N -6.456 4.008 0.709
H -4.961 6.183 0.553
H -6.176 6.528 1.769
H -4.494 6.303 2.254
H -6.064 4.349 2.719
H -4.562 2.618 2.226
H -3.561 4.027 2.571
H -2.266 4.890 1.013
H -3.316 5.144 -0.411
H -2.016 3.952 -0.470
H -6.729 3.047 0.893
H -5.928 3.961 -0.158

---

11.
58
Properties=species:S:1:pos:R:3 method="wB97M-V/def2-TZVPD" largest_force_ha_per_bohr=0.05756 de_lowest_ev=5.6588 spin_multiplicity=2 energy_ha=-5514.33356 s_squared=0.82
Co 0.281 0.282 1.012
O 1.639 -3.614 0.837
C 1.215 -2.469 0.885
N 1.075 -1.441 0.119
C 1.706 -1.259 -1.146
C 2.253 0.158 -1.165
C 3.157 0.570 -2.137
C 3.676 1.848 -2.083
C 3.294 2.686 -1.044
C 2.383 2.208 -0.125
N 1.861 0.981 -0.186
C -1.109 -1.528 2.288
C -1.798 -2.092 3.443
C -2.581 -1.317 4.238
C -2.717 0.069 4.027
C -1.900 0.597 3.055
N -1.101 -0.133 2.295
H 1.003 -1.374 -1.982
H 2.532 -1.958 -1.316
H 3.448 -0.123 -2.916
H 4.379 2.188 -2.833
H 3.686 3.688 -0.948
H 2.036 2.831 0.689
H -1.704 -3.150 3.651
H -3.117 -1.793 5.052
H -3.364 0.693 4.622
H -1.850 1.668 2.884
O -1.521 5.140 -5.067
C -0.943 4.210 -4.270
C -0.121 3.196 -4.755
C 0.419 2.312 -3.843
N 0.194 2.359 -2.528
C -0.601 3.318 -2.114
Br -0.963 3.396 -0.248
C -1.193 4.287 -2.910
H -1.274 4.980 -5.984
H 0.091 3.097 -5.812
H 1.072 1.517 -4.183
H -1.826 5.058 -2.500
O -1.077 0.113 -0.303
C -1.636 -1.081 -0.220
C -2.310 -1.539 -1.368
C -2.903 -2.782 -1.436
C -2.859 -3.647 -0.350
C -2.222 -3.217 0.801
C -1.619 -1.969 0.906
C 0.759 -1.915 2.351
N 1.369 -0.697 2.583
C 2.169 -0.783 3.622
C 2.091 -2.107 4.143
N 1.234 -2.748 3.352
H -2.328 -0.864 -2.215
H -3.407 -3.082 -2.348
H -3.319 -4.624 -0.390
H -2.215 -3.872 1.664
H 2.740 0.042 4.015
H 2.606 -2.565 4.969
H 1.209 -3.750 3.223

---

12.
33
Properties=species:S:1:pos:R:3 method="wB97M-V/def2-TZVPD" largest_force_ha_per_bohr=0.08272 de_lowest_ev=0.0000 spin_multiplicity=1 energy_ha=-1017.91124
C -0.693 1.595 0.649
C 1.390 -0.388 -1.991
C 2.156 1.735 -0.953
C 0.172 1.862 -2.408
C -0.290 -1.441 3.676
C -1.302 -0.377 -0.806
C -0.077 0.456 -0.219
C -1.834 -1.250 0.353
C 0.853 0.935 -1.412
O -0.790 -2.121 0.852
Si -0.185 -2.684 2.231
I -3.572 -2.324 -0.404
H 0.099 1.966 1.317
H -1.469 1.206 1.198
H -1.073 2.277 -0.046
H 1.305 -1.227 -1.317
H 2.421 -0.166 -2.161
H 0.896 -0.664 -2.931
H 1.990 2.857 -1.023
H 2.810 1.655 -1.872
H 2.753 1.341 -0.161
H -0.238 2.730 -1.762
H 0.859 2.349 -3.082
H -0.644 1.417 -2.969
H -1.333 -1.159 3.823
H 0.148 -1.660 4.577
H -0.007 -0.513 3.289
H -0.902 -1.118 -1.543
H -2.092 0.272 -1.054
H 0.506 -0.112 0.484
H -2.083 -0.602 1.146
H 1.303 -2.932 1.913
H -1.075 -3.916 2.604

---

13.
30
Properties=species:S:1:pos:R:3 method="wB97M-V/def2-TZVPD" largest_force_ha_per_bohr=0.04775 de_lowest_ev=0.3295 spin_multiplicity=1 energy_ha=-779.13151
C -2.407 -1.082 0.101
C -1.087 -0.538 0.809
C -2.046 -1.825 -1.132
C 0.393 1.525 0.848
C 0.468 2.834 0.042
C 1.734 0.802 0.815
C 2.084 0.128 -0.499
C 3.025 -1.005 -0.309
H -4.078 -0.366 -0.770
H -3.676 0.441 0.650
H -2.864 -1.757 0.837
H -2.989 -2.106 -1.628
H -1.421 -1.259 -1.843
H -1.451 -2.733 -0.924
H -1.452 1.218 -0.099
H 0.229 1.766 1.922
H 2.550 1.484 1.119
H 1.739 0.015 1.575
H 1.225 -0.296 -1.029
H 2.605 0.877 -1.109
H 3.100 -2.867 0.504
H 1.621 -2.055 0.776
H -0.281 3.846 -1.249
N -3.322 0.009 -0.202
N -0.723 0.686 0.325
N 2.463 -2.137 0.242
O -0.426 -1.208 1.554
O 1.324 3.646 0.191
O 4.181 -1.048 -0.704
O -0.518 3.006 -0.814